a:
Molecular formula: C5H13NO2
Method: DFT, ωB97M-V/def2-TZVPD

Its multiplicity is 1. Its net charge is 0. As for the SMILES: C=CC/C=C/N.O.O. For the LUMO energy, the calculation gives 0.0318 Ha. The calculation puts the orbital gap at 8.43 eV.

Element x y z (Å)
1 C -0.08413 2.04466 -2.81733
2 C -0.29893 1.23741 -1.79040
3 C 0.70962 0.90862 -0.73570
4 C 0.27558 -0.13567 0.26491
5 C 0.11778 -1.41800 -0.05343
6 N -0.43074 -2.39357 0.74266
7 H -0.83416 2.29225 -3.55991
8 H 0.82372 2.61659 -2.98943
9 H -1.28275 0.79556 -1.66873
10 H 1.61618 0.56791 -1.25555
11 H 1.05576 1.80321 -0.21079
12 H -0.07760 0.26350 1.20849
13 H 0.52778 -1.81930 -0.97534
14 H -0.70414 -3.27577 0.34903
15 H -0.88749 -2.16950 1.60607
16 O -2.76799 -0.70939 1.31490
17 H -3.47716 -0.33058 0.76658
18 H -2.28042 0.10405 1.52974
19 O 2.29259 -0.00988 2.74226
20 H 2.78600 -0.50496 2.07499
21 H 2.92049 0.13282 3.45698

Which charges does natural (NBO) predict for the atoms? In e, they are: C -0.41; C -0.16; C -0.48; C -0.32; C 0.02; N -0.81; H 0.19; H 0.19; H 0.20; H 0.21; H 0.22; H 0.19; H 0.18; H 0.38; H 0.39; O -0.94; H 0.47; H 0.47; O -0.94; H 0.47; H 0.47

=====

b:
Molecular formula: C5H13NO2
Method: DFT, ωB97M-V/def2-TZVPD

Its multiplicity is 1. Its net charge is 0. As for the SMILES: C/C(N)=C/O.COC. For the LUMO energy, the calculation gives 0.0325 Ha. The calculation puts the orbital gap at 8.53 eV.

Element x y z (Å)
1 C 2.11325 1.08300 1.08878
2 C 1.07382 1.34786 0.03697
3 N 1.41014 1.12141 -1.29243
4 C -0.15931 1.75785 0.37431
5 O -1.11546 2.04525 -0.56434
6 H 1.65824 0.88510 2.06527
7 H 2.71116 0.20256 0.82805
8 H 2.78509 1.94131 1.18497
9 H 0.81555 0.37473 -1.66843
10 H 2.38067 0.82444 -1.39062
11 H -0.51333 1.92823 1.38010
12 H -0.64892 1.96526 -1.42115
13 C -2.37584 -1.13046 -0.31429
14 O -1.06068 -1.40909 -0.78527
15 C -0.37164 -2.27700 0.10485
16 H -2.34162 -0.65932 0.67338
17 H -2.96571 -2.05123 -0.26785
18 H -2.85685 -0.44143 -1.01336
19 H 0.65506 -2.39016 -0.25281
20 H -0.84953 -3.26112 0.11841
21 H -0.34411 -1.85722 1.11545

Which charges does natural (NBO) predict for the atoms? In e, they are: C -0.64; C 0.05; N -0.85; C 0.07; O -0.69; H 0.22; H 0.20; H 0.21; H 0.38; H 0.37; H 0.18; H 0.48; C -0.25; O -0.56; C -0.25; H 0.17; H 0.16; H 0.20; H 0.19; H 0.17; H 0.17

=====

c:
Molecular formula: C5H13NO2
Method: DFT, ωB97M-V/def2-TZVPD

Its multiplicity is 1. Its net charge is 0. As for the SMILES: CCC(=O)O.CCN. For the LUMO energy, the calculation gives 0.0225 Ha. The calculation puts the orbital gap at 10.06 eV.

Element x y z (Å)
1 C -1.18538 -2.22601 0.21058
2 C -1.23580 -1.48484 -1.13159
3 C -1.73886 -0.08871 -0.97582
4 O -2.81621 0.26633 -1.39529
5 O -0.95772 0.77586 -0.30540
6 H -2.05051 -2.80891 0.49077
7 H -1.05976 -1.47243 0.99834
8 H -0.24408 -2.76751 0.32797
9 H -0.29689 -1.53270 -1.69641
10 H -1.86441 -1.98195 -1.86852
11 H -1.45848 1.60169 -0.23335
12 C 3.35129 0.18342 1.25615
13 C 2.04033 0.61062 0.59314
14 N 1.64324 1.92802 1.13210
15 H 3.23340 -0.49378 2.08057
16 H 3.77480 1.08135 1.70992
17 H 4.08896 -0.19240 0.54835
18 H 2.19401 0.77804 -0.46158
19 H 1.25919 -0.14761 0.68114
20 H 1.15180 1.76178 2.00960
21 H 0.93676 2.34867 0.53473

Which charges does natural (NBO) predict for the atoms? In e, they are: C -0.61; C -0.52; C 0.79; O -0.59; O -0.69; H 0.22; H 0.21; H 0.22; H 0.24; H 0.24; H 0.50; C -0.63; C -0.22; N -0.83; H 0.20; H 0.22; H 0.21; H 0.18; H 0.17; H 0.34; H 0.35

=====

Most stable structure, least stable structure: c, a.

=====

a:
Molecular formula: C5H13NO2
Method: DFT, ωB97M-V/def2-TZVPD

Its multiplicity is 1. Its net charge is 0. As for the SMILES: CCC(=O)N(C)C.O. For the LUMO energy, the calculation gives 0.0266 Ha. The calculation puts the orbital gap at 10.19 eV.

Element x y z (Å)
1 C 1.39888 -1.14857 1.33900
2 C 0.12068 -0.31673 1.54437
3 C -0.45031 0.03499 0.17832
4 O -1.14344 -0.79044 -0.40873
5 N -0.16577 1.24246 -0.36021
6 C -0.68476 1.56103 -1.69197
7 C 0.75533 2.25017 0.15969
8 H 1.24275 -1.96126 0.63638
9 H 1.67718 -1.59755 2.29396
10 H 2.22402 -0.53605 0.97673
11 H -0.62465 -0.82943 2.13412
12 H 0.41278 0.59303 2.05307
13 H -1.38249 2.40105 -1.59630
14 H -1.29669 0.73141 -2.03120
15 H 0.12245 1.85012 -2.34564
16 H 1.37110 1.80978 0.92741
17 H 0.22009 3.10557 0.56632
18 H 1.34741 2.62671 -0.67193
19 O -1.74183 -4.04437 -1.10914
20 H -1.92897 -3.71033 -1.99884
21 H -1.47377 -3.27159 -0.59543

Which charges does natural (NBO) predict for the atoms? In e, they are: C -0.60; C -0.48; C 0.69; O -0.67; N -0.43; C -0.42; C -0.40; H 0.22; H 0.21; H 0.20; H 0.24; H 0.20; H 0.19; H 0.25; H 0.19; H 0.21; H 0.20; H 0.20; O -0.95; H 0.47; H 0.49

=====

b:
Molecular formula: C5H13NO2
Method: DFT, ωB97M-V/def2-TZVPD

Its multiplicity is 1. Its net charge is 0. As for the SMILES: CC(C)CC(N)=O.O. For the LUMO energy, the calculation gives 0.0322 Ha. The calculation puts the orbital gap at 10.67 eV.

Element x y z (Å)
1 C 1.72783 -0.04800 -1.05758
2 C 0.59683 -0.89419 -0.18866
3 C 1.21671 -2.10774 0.52811
4 C 0.21342 0.06839 0.97766
5 C -0.77864 1.18664 0.52720
6 N -2.11313 1.12890 0.95406
7 O -0.44281 2.17070 -0.06933
8 H 2.48988 0.18875 -0.39321
9 H 2.09663 -0.69459 -1.86676
10 H 1.29182 0.77033 -1.56107
11 H -0.40053 -1.14975 -0.66142
12 H 0.52284 -2.78491 1.15110
13 H 2.02504 -1.74443 1.20421
14 H 1.72800 -2.86064 -0.04648
15 H -0.20919 -0.68462 1.73504
16 H 1.11065 0.37752 1.36452
17 H -2.80237 1.83578 0.77126
18 H -2.33961 0.42010 1.56887
19 O -2.34484 1.37981 -1.64332
20 H -2.16133 2.24406 -1.34268
21 H -1.42719 1.19789 -1.95152

Which charges does natural (NBO) predict for the atoms? In e, they are: C -0.60; C -0.20; C -0.63; C -0.49; C 0.70; N -0.81; O -0.65; H 0.20; H 0.20; H 0.22; H 0.21; H 0.21; H 0.20; H 0.22; H 0.21; H 0.22; H 0.40; H 0.38; O -0.93; H 0.47; H 0.46

=====

Most stable structure, least stable structure: a, b.

=====

a:
Molecular formula: C5H13NO2
Method: DFT, ωB97M-V/def2-TZVPD

Its multiplicity is 1. Its net charge is 0. For the LUMO energy, the calculation gives 0.0223 Ha. The calculation puts the orbital gap at 9.49 eV.

Element x y z (Å)
1 C -1.53442 -1.01262 -0.41109
2 O -0.84003 0.18997 -0.42653
3 C -0.91226 -2.13864 -1.21536
4 C -0.52027 -1.71850 -2.64090
5 H -2.55106 -0.82501 -0.79599
6 H -1.68993 -1.36300 0.62961
7 H -1.59765 -2.98505 -1.29444
8 H -0.00365 -2.50777 -0.72351
9 H -0.04151 -2.52785 -3.18964
10 H 0.08908 -0.81769 -2.66291
11 H -1.45032 -1.47240 -3.16683
12 O 1.83893 2.57003 3.33978
13 C 2.13060 2.52706 2.18193
14 C 1.31901 1.82454 1.12554
15 N 0.19981 1.06158 1.64829
16 H 3.03789 3.02968 1.79588
17 H 0.97512 2.60263 0.43952
18 H 1.96884 1.16529 0.54853
19 H -0.52554 1.61317 2.06975
20 H -0.33912 0.50841 0.51215
21 H 0.44647 0.27617 2.23624

Which charges does natural (NBO) predict for the atoms? In e, they are: C -0.05; O -0.83; C -0.41; C -0.61; H 0.15; H 0.13; H 0.20; H 0.18; H 0.20; H 0.22; H 0.19; O -0.51; C 0.43; C -0.33; N -0.79; H 0.11; H 0.24; H 0.23; H 0.40; H 0.47; H 0.40

=====

b:
Molecular formula: C5H13NO2
Method: DFT, ωB97M-V/def2-TZVPD

Its multiplicity is 1. Its net charge is 0. As for the SMILES: CN[C@H](CO)[C@@H](C)O. For the LUMO energy, the calculation gives 0.0328 Ha. The calculation puts the orbital gap at 9.89 eV.

Element x y z (Å)
1 C 1.41766 -2.12704 0.69615
2 N 1.16006 -0.70430 0.18549
3 C -0.29162 -0.36334 0.08386
4 C -0.79451 -0.52096 -1.41150
5 O -2.08773 -0.04659 -1.59908
6 C -0.35935 0.97197 0.85115
7 C 0.68685 1.97207 0.41145
8 O -1.63500 1.59388 0.30119
9 H 0.66969 -2.43344 1.37654
10 H 2.45277 -2.00220 1.04862
11 H 1.40599 -2.92748 0.00585
12 H 1.48252 -0.64493 -0.80943
13 H -0.98850 -1.03393 0.74289
14 H -0.22619 0.23186 -2.02464
15 H -0.95482 -1.61481 -1.72201
16 H -2.06150 0.90498 -1.39916
17 H -0.44762 0.85654 1.91672
18 H 1.73977 1.59719 0.19266
19 H 0.76132 2.86910 1.01562
20 H 0.38380 2.35911 -0.55661
21 H -2.31360 1.06229 0.69425

Which charges does natural (NBO) predict for the atoms? In e, they are: C -0.42; N -0.64; C -0.10; C -0.09; O -0.74; C 0.10; C -0.65; O -0.76; H 0.20; H 0.20; H 0.18; H 0.36; H 0.18; H 0.17; H 0.21; H 0.49; H 0.19; H 0.24; H 0.22; H 0.21; H 0.47

=====

c:
Molecular formula: C5H13NO2
Method: DFT, ωB97M-V/def2-TZVPD

Its multiplicity is 1. Its net charge is 0. As for the SMILES: CCNC(CO)CO. For the LUMO energy, the calculation gives 0.0322 Ha. The calculation puts the orbital gap at 9.87 eV.

Element x y z (Å)
1 C 2.20332 -0.14721 1.39293
2 C 0.72120 -0.16124 1.67836
3 N -0.12378 -0.83937 0.65313
4 C -0.88097 -0.09312 -0.33219
5 C -1.56814 -1.06272 -1.25383
6 O -2.89337 -0.71452 -1.64011
7 C -0.14833 1.03490 -1.12667
8 O -0.26512 2.21322 -0.30714
9 H 2.30029 0.47295 0.49330
10 H 2.66093 -1.11239 1.16314
11 H 2.93155 0.26604 2.10825
12 H 0.51519 -0.64494 2.62252
13 H 0.27826 0.81050 1.85435
14 H 0.42777 -1.56713 0.19338
15 H -1.61244 0.48491 0.29625
16 H -1.47432 -2.03397 -0.79509
17 H -0.98791 -1.28710 -2.21105
18 H -2.78086 0.20264 -1.93719
19 H 0.89632 0.63381 -1.29221
20 H -0.34192 1.44386 -2.11082
21 H 0.14231 2.10088 0.55068

Which charges does natural (NBO) predict for the atoms? In e, they are: C -0.64; C -0.22; N -0.62; C -0.11; C -0.07; O -0.70; C -0.11; O -0.73; H 0.20; H 0.21; H 0.23; H 0.19; H 0.18; H 0.35; H 0.21; H 0.19; H 0.15; H 0.46; H 0.16; H 0.20; H 0.46

=====

d:
Molecular formula: C5H13NO2
Method: DFT, ωB97M-V/def2-TZVPD

Its multiplicity is 1. Its net charge is 0. As for the SMILES: [H]/N=C(C)\C=C\C.O.O. For the LUMO energy, the calculation gives -0.0069 Ha. The calculation puts the orbital gap at 8.42 eV.

Element x y z (Å)
1 H -0.53231 0.66777 -2.04227
2 N -0.06693 -0.12568 -1.61352
3 C 0.50346 0.08421 -0.34104
4 C 0.35336 -0.85380 0.74884
5 C 1.24570 1.27145 0.05054
6 C 1.49576 1.43806 1.29761
7 C 1.65998 2.83498 1.71473
8 H 1.24097 -0.99045 1.38740
9 H -0.39316 -0.76242 1.63736
10 H -0.14988 -1.79927 0.42358
11 H 1.38899 2.03083 -0.62664
12 H 1.54634 0.68351 2.10825
13 H 2.23074 3.44464 0.95840
14 H 2.30323 2.81832 2.60722
15 H 0.68234 3.27442 1.92185
16 O -2.33373 -0.95698 -1.89041
17 H -1.75750 -0.80249 -0.89222
18 H -1.69848 -0.75089 -2.65743
19 O -1.65338 -2.87111 0.14268
20 H -1.74984 -2.69373 -0.87920
21 H -2.29564 -2.26518 0.50621

Which charges does natural (NBO) predict for the atoms? In e, they are: H 0.36; N -0.77; C 0.35; C -0.78; C -0.30; C -0.08; C -0.65; H 0.23; H 0.25; H 0.30; H 0.21; H 0.21; H 0.22; H 0.21; H 0.23; O -1.01; H 0.50; H 0.49; O -0.95; H 0.51; H 0.46

=====

Most stable structure, least stable structure: a, d.

=====

a:
Molecular formula: C5H13NO2
Method: DFT, ωB97M-V/def2-TZVPD

Its multiplicity is 1. Its net charge is 0. As for the SMILES: CCC(=O)N(C)C.O. For the LUMO energy, the calculation gives 0.0268 Ha. The calculation puts the orbital gap at 9.89 eV.

Element x y z (Å)
1 C -0.59767 -0.61322 1.98905
2 C -0.81131 0.65046 1.07507
3 C -0.19171 0.39767 -0.24401
4 O -0.89669 -0.10804 -1.09117
5 N 1.11120 0.84290 -0.57212
6 C 1.58382 0.52554 -1.86993
7 C 1.94053 1.12737 0.59042
8 H -0.86024 -1.52596 1.51559
9 H -1.38036 -0.33560 2.73161
10 H 0.29370 -0.62880 2.49202
11 H -1.94228 0.86903 0.92942
12 H -0.49031 1.56528 1.60715
13 H 2.05286 1.42539 -2.30272
14 H 0.80523 0.05870 -2.51505
15 H 2.32339 -0.33967 -2.03300
16 H 1.44192 0.71469 1.54178
17 H 1.84589 2.33220 0.65660
18 H 2.85494 0.73571 0.58871
19 O -3.28402 -2.86005 -1.61891
20 H -2.66671 -2.75887 -2.31336
21 H -3.13219 -2.07474 -1.15713

Which charges does natural (NBO) predict for the atoms? In e, they are: C -0.60; C -0.50; C 0.68; O -0.64; N -0.46; C -0.44; C -0.39; H 0.22; H 0.22; H 0.20; H 0.24; H 0.22; H 0.20; H 0.26; H 0.19; H 0.21; H 0.19; H 0.20; O -0.93; H 0.46; H 0.47

=====

b:
Molecular formula: C5H13NO2
Method: DFT, ωB97M-V/def2-TZVPD

Its multiplicity is 1. Its net charge is 0. As for the SMILES: CCC[C@@](N)(O)CO. For the LUMO energy, the calculation gives 0.0287 Ha. The calculation puts the orbital gap at 10.75 eV.

Element x y z (Å)
1 C -2.23460 -0.90266 -0.15484
2 C -1.28698 -0.44541 -1.24784
3 C 0.21688 -0.34212 -0.93645
4 C 0.72697 0.10178 0.45258
5 N 0.09989 1.31761 0.94592
6 O 0.53365 -0.91337 1.41109
7 C 2.26090 0.37739 0.36324
8 O 2.51866 1.62509 -0.28874
9 H -3.22445 -1.09340 -0.58459
10 H -1.89840 -1.82745 0.31955
11 H -2.37305 -0.13349 0.60851
12 H -1.39118 -1.14466 -2.08933
13 H -1.63761 0.52165 -1.62781
14 H 0.64617 -1.33377 -1.13796
15 H 0.63764 0.32535 -1.70172
16 H -0.89608 1.17775 1.07561
17 H 0.47495 1.48975 1.88056
18 H -0.41729 -0.99234 1.57118
19 H 2.77786 -0.41659 -0.18636
20 H 2.70768 0.41928 1.36351
21 H 1.75841 2.18962 -0.03612

Which charges does natural (NBO) predict for the atoms? In e, they are: C -0.62; C -0.40; C -0.44; C 0.36; N -0.87; O -0.73; C -0.08; O -0.73; H 0.22; H 0.20; H 0.18; H 0.21; H 0.20; H 0.21; H 0.23; H 0.36; H 0.37; H 0.47; H 0.19; H 0.17; H 0.48

=====

Most stable structure, least stable structure: b, a.